[1]
2 unconnected molecules or ions with the total composition C3H5BrN3, computed with ωB97M-V with the def2-TZVPD basis set.

Its charge is +1. Its LUMO energy is -6.234 eV. Its total energy is -2855.264903 Ha. The energy relative to the best compared isomer or geometry (same formula, charge and spin) comes out at 27.0 kcal/mol.

Geometry as XYZ:
```
12
Properties=species:S:1:pos:R:3:mulliken_charge:R:1
C -0.586 -0.213 -0.381 0.15
C 0.570 -2.056 0.083 0.07
C 0.264 0.584 0.397 0.03
N -0.489 -1.509 -0.486 -0.36
N 1.476 -1.381 0.767 -0.49
N 1.313 -0.097 0.941 0.27
Br -1.417 3.049 -1.313 -0.20
H -1.442 0.249 -0.804 0.19
H 0.747 -3.222 -0.015 0.36
H 0.161 1.621 0.585 0.39
H -2.644 2.527 -1.368 0.24
H 2.048 0.448 1.593 0.35
```

[2]
A molecular structure, C52H66AgN2O2P2Si, computed with ωB97M-V with the def2-TZVPD basis set.

Its charge is -1. Its LUMO energy is 2.514 eV. Its total energy is -3400.429343 Ha. The energy relative to the best compared isomer or geometry (same formula, charge and spin) comes out at 8.2 kcal/mol.

Geometry as XYZ:
```
126
Properties=species:S:1:pos:R:3:mulliken_charge:R:1
Ag -0.345 -1.252 0.627 0.47
C -1.188 -4.865 -1.480 -1.60
Si -0.381 -3.125 -1.070 -0.25
C -1.161 -2.170 -2.613 0.94
C -0.807 -2.550 -3.904 -0.36
C -1.357 -1.978 -5.038 -1.18
C -2.281 -0.958 -4.900 -1.10
C -2.629 -0.533 -3.633 -0.66
C -2.100 -1.130 -2.489 0.55
P -2.487 -0.465 -0.828 -0.69
C -2.817 1.380 -0.999 1.49
C -1.484 2.008 -1.403 -0.25
C -1.556 3.523 -1.239 -0.46
C -2.659 4.130 -2.125 -0.90
C -3.493 3.047 -2.802 -0.88
C -3.982 2.013 -1.791 -1.06
C -4.143 -1.144 -0.201 0.66
C -5.489 -0.801 -0.844 -1.33
C -5.704 -1.521 -2.169 -0.04
C -5.657 -3.026 -1.942 -1.51
C -4.325 -3.414 -1.312 0.41
C -4.069 -2.661 -0.010 -1.21
C 1.407 -3.392 -1.812 0.63
C 1.671 -4.422 -2.710 -0.03
C 2.906 -4.599 -3.306 -0.99
C 3.941 -3.736 -2.996 -1.17
C 3.723 -2.727 -2.077 -0.18
C 2.477 -2.550 -1.481 0.22
P 2.207 -1.204 -0.265 -0.23
C 3.355 -1.699 1.134 0.37
C 4.844 -1.987 0.877 -0.85
C 5.691 -1.695 2.123 -0.91
C 4.955 -2.104 3.393 -0.78
C 3.691 -1.253 3.586 -0.81
C 3.191 -0.680 2.259 0.22
C 2.840 0.348 -1.068 1.76
C 2.155 0.420 -2.434 -0.82
C 2.253 1.836 -2.988 -0.30
C 3.722 2.235 -3.108 -1.12
C 4.394 2.152 -1.741 -0.74
C 4.313 0.726 -1.197 -0.55
H -1.488 -4.959 -2.519 0.42
H -2.077 -5.010 -0.877 0.31
H -0.513 -5.682 -1.247 0.55
H -0.064 -3.324 -4.034 0.32
H -1.063 -2.320 -6.023 0.35
H -2.721 -0.492 -5.772 0.41
H -3.327 0.282 -3.543 0.65
H -2.971 1.634 0.063 0.20
H -1.224 1.749 -2.432 0.28
H -0.692 1.611 -0.765 -0.97
H -0.588 3.964 -1.475 0.50
H -1.756 3.746 -0.185 0.04
H -2.217 4.766 -2.894 0.39
H -3.317 4.760 -1.522 0.35
H -2.897 2.557 -3.574 0.21
H -4.358 3.502 -3.293 0.49
H -4.577 1.272 -2.325 0.12
H -4.647 2.519 -1.085 0.46
H -4.145 -0.683 0.802 0.27
H -5.609 0.274 -0.956 0.29
H -6.268 -1.136 -0.147 0.55
H -4.921 -1.245 -2.875 -0.08
H -6.672 -1.236 -2.594 0.44
H -5.785 -3.555 -2.889 0.51
H -6.478 -3.321 -1.281 0.39
H -3.516 -3.194 -2.007 -0.28
H -4.317 -4.488 -1.115 0.50
H -3.082 -2.930 0.382 0.19
H -4.824 -2.955 0.726 0.64
H 0.878 -5.112 -2.957 0.36
H 3.060 -5.402 -4.016 0.39
H 4.912 -3.849 -3.463 0.43
H 4.537 -2.064 -1.830 0.25
H 2.874 -2.633 1.470 0.50
H 5.229 -1.382 0.058 0.08
H 4.958 -3.035 0.591 0.34
H 5.921 -0.628 2.176 0.27
H 6.641 -2.230 2.047 0.53
H 5.614 -1.997 4.258 0.50
H 4.690 -3.161 3.316 0.30
H 3.889 -0.430 4.276 0.18
H 2.906 -1.865 4.031 0.36
H 3.732 0.234 2.008 0.16
H 2.140 -0.413 2.359 -0.54
H 2.371 1.111 -0.432 -0.63
H 1.106 0.115 -2.337 -0.40
H 2.635 -0.280 -3.125 0.48
H 1.748 2.513 -2.298 -0.06
H 1.763 1.897 -3.963 0.49
H 3.811 3.249 -3.509 0.46
H 4.229 1.555 -3.804 0.36
H 3.874 2.820 -1.054 0.29
H 5.440 2.465 -1.813 0.47
H 4.809 0.684 -0.227 0.06
H 4.834 0.057 -1.885 0.19
O 1.346 3.064 0.173 -0.66
C 0.768 2.507 1.087 -1.44
N 0.318 3.179 2.210 0.27
C -0.067 2.251 3.244 2.32
C -0.041 0.936 2.389 -0.74
O -0.415 -0.150 2.821 -1.06
N 0.447 1.189 1.195 2.20
C -1.454 2.607 3.725 -0.85
C -2.577 1.921 3.281 -0.17
C -3.843 2.314 3.683 -1.10
C -4.000 3.405 4.518 -0.36
C -2.887 4.105 4.951 -1.01
C -1.623 3.708 4.558 0.24
C 0.966 2.111 4.330 -0.11
C 0.644 1.535 5.555 -0.26
C 1.622 1.328 6.511 -0.83
C 2.934 1.697 6.265 -0.37
C 3.262 2.280 5.052 -0.88
C 2.287 2.480 4.093 0.01
H 0.608 4.123 2.411 0.41
H -2.462 1.069 2.631 0.45
H -4.706 1.765 3.337 0.48
H -4.988 3.710 4.831 0.40
H -3.010 4.966 5.594 0.38
H -0.756 4.257 4.900 0.46
H -0.378 1.248 5.751 0.55
H 1.360 0.861 7.451 0.39
H 3.695 1.541 7.016 0.41
H 4.285 2.566 4.842 0.38
H 2.557 2.925 3.147 0.38
```

[3]
2 unconnected molecules or ions with the total composition CH5NO2, computed with ωB97M-V with the def2-TZVPD basis set.

Its charge is 0. Its LUMO energy (spin up / spin down) is -0.888 / -0.885 eV. Its total energy is -246.146316 Ha. The energy relative to the best compared isomer or geometry (same formula, charge and spin) comes out at 132.1 kcal/mol.

Geometry as XYZ:
```
9
Properties=species:S:1:pos:R:3:mulliken_charge:R:1
C 0.811 0.121 -0.184 -0.69
N -0.168 -0.798 0.334 0.17
O -2.539 0.552 0.065 -0.61
O -1.235 -1.010 -0.259 -0.26
H 1.359 0.586 0.634 0.30
H 1.511 -0.399 -0.843 0.26
H 0.280 0.880 -0.761 0.31
H -0.091 -1.090 1.309 0.27
H -3.311 0.084 -0.250 0.26
```

[4]
A molecular structure, C35H30I2N3O6PSSc, computed with ωB97M-V with the def2-TZVPD basis set.

Its charge is +1. Its LUMO energy is -2.923 eV. Its total energy is -4063.076454 Ha. The energy relative to the best compared isomer or geometry (same formula, charge and spin) comes out at 4.2 kcal/mol.

Geometry as XYZ:
```
79
Properties=species:S:1:pos:R:3:mulliken_charge:R:1
Sc -0.966 -2.366 1.672 0.38
O -0.095 -5.932 0.078 -0.67
S 0.179 -4.582 0.425 1.53
O -0.729 -3.559 -0.185 -0.60
O 0.107 -4.253 1.880 -0.71
C 1.826 -4.177 -0.094 -0.18
C 2.576 -5.210 -0.634 -0.42
C 3.865 -4.960 -1.082 -0.67
C 4.387 -3.679 -1.008 -0.82
C 3.626 -2.648 -0.475 -0.47
C 2.343 -2.880 0.010 -0.37
P 1.373 -1.465 0.646 2.73
C 1.380 -0.363 -0.798 0.72
C 2.009 0.877 -0.818 -0.52
C 1.974 1.652 -1.970 -0.88
C 1.314 1.193 -3.098 -0.47
C 0.693 -0.049 -3.086 -0.75
C 0.724 -0.825 -1.940 -0.62
C 2.359 -0.657 1.932 0.52
C 3.551 -1.160 2.441 -0.82
C 4.183 -0.511 3.495 -0.69
C 3.631 0.636 4.043 -0.71
C 2.432 1.134 3.546 -0.77
C 1.792 0.485 2.505 -0.56
H 2.143 -6.198 -0.706 0.59
H 4.453 -5.765 -1.500 0.43
H 5.385 -3.475 -1.372 0.44
H 4.031 -1.643 -0.444 0.59
H 2.534 1.241 0.056 0.41
H 2.458 2.619 -1.987 0.49
H 1.289 1.803 -3.991 0.43
H 0.188 -0.415 -3.971 0.46
H 0.252 -1.802 -1.933 0.39
H 3.989 -2.059 2.029 0.44
H 5.111 -0.907 3.886 0.45
H 4.130 1.140 4.860 0.41
H 1.993 2.024 3.977 0.46
H 0.842 0.862 2.140 0.53
I -3.647 -4.016 1.597 0.17
C -4.538 -3.486 3.455 -0.92
I -3.178 -3.455 5.073 0.08
H -5.297 -4.230 3.659 0.48
H -4.966 -2.499 3.342 0.37
C 1.119 4.655 -4.617 -1.02
O 1.012 4.419 -3.221 -0.36
C -0.231 4.272 -2.700 0.44
C -0.301 4.176 -1.308 -0.30
C -1.515 4.021 -0.676 0.05
C -2.691 3.978 -1.431 -0.15
C -2.619 4.120 -2.808 -0.58
C -1.397 4.234 -3.456 -0.61
N -4.022 3.966 -0.898 -0.27
N -4.371 3.285 0.071 -0.63
C -3.515 2.313 0.695 0.09
C -3.223 2.437 2.025 -0.56
C -2.506 1.442 2.723 -0.70
C -2.142 0.282 2.089 0.04
O -1.510 -0.739 2.674 -0.41
C -2.464 0.130 0.714 0.36
N -2.091 -1.059 0.152 0.73
C -2.400 -1.283 -1.108 -0.57
C -3.096 -0.352 -1.894 -1.22
C -3.469 0.845 -1.346 -0.71
C -3.152 1.127 0.001 0.48
H 2.177 4.787 -4.820 0.23
H 0.577 5.558 -4.905 0.40
H 0.741 3.806 -5.194 0.39
H 0.616 4.247 -0.739 0.49
H -1.550 3.978 0.402 0.50
H -3.542 4.153 -3.374 0.49
H -1.374 4.332 -4.531 0.49
H -3.553 3.324 2.550 0.49
H -2.278 1.568 3.773 0.57
H -2.095 -2.238 -1.518 0.74
H -3.332 -0.597 -2.919 0.49
H -4.018 1.569 -1.934 0.59
O 0.173 -2.359 3.594 -0.32
H -0.135 -1.688 4.216 0.24
H 0.468 -3.149 4.060 0.24
```